No. 1
84
Properties=species:S:1:pos:R:3:forces:R:3:mulliken_charge:R:1 method="wB97M-V/def2-TZVPD" gap_ev=9.696 lumo_ev=0.42 smiles="CCB(O)COC(=O)CCCOC(C)=O.C1CCOC1.C1CCOC1.C1CCOC1.C1CCOC1"
C 4.256 -2.893 -0.008 -1.025 0.074 0.268 -1.56
C 3.428 -1.704 -0.522 1.443 0.187 -0.464 0.01
B 4.055 -0.976 -1.787 -0.684 0.296 0.082 0.34
O 4.801 -1.656 -2.730 0.391 0.466 0.321 -0.51
C 3.745 0.614 -1.955 0.561 -1.511 -0.172 -0.42
O 2.388 0.720 -2.424 0.002 -0.607 0.664 -0.24
C 1.800 1.911 -2.094 -1.240 -1.757 1.354 0.33
O 1.993 2.851 -2.736 1.040 3.533 -2.548 -0.55
C 0.870 2.002 -0.915 0.789 -1.422 0.808 -0.13
C 0.681 0.692 -0.143 -0.688 0.635 -0.132 0.87
C -0.447 -0.171 -0.668 -0.028 -0.125 1.085 -0.73
O -1.603 0.663 -0.865 0.481 -0.256 -0.091 -0.30
C -2.442 0.202 -1.824 0.310 -1.569 1.212 0.71
C -2.968 -1.205 -1.723 0.574 0.039 0.731 -0.94
O -2.754 0.898 -2.705 -1.018 2.178 -2.290 -0.55
H 3.929 -3.113 1.004 0.031 -0.185 0.242 0.41
H 5.318 -2.691 0.055 0.230 0.001 -0.249 0.34
H 4.040 -3.779 -0.591 0.358 -0.215 -0.250 0.34
H 3.402 -0.953 0.262 -0.423 0.125 0.221 0.17
H 2.415 -1.994 -0.793 -0.268 -0.068 0.178 0.18
H 5.717 -1.792 -2.455 -0.150 -0.330 -0.239 0.31
H 4.471 1.058 -2.633 -0.206 0.440 -0.205 0.20
H 3.866 1.030 -0.956 -0.133 0.448 0.097 0.29
H 1.335 2.705 -0.236 0.210 0.245 0.139 -0.03
H -0.069 2.456 -1.182 -0.305 0.025 -0.415 0.44
H 0.426 0.945 0.879 -0.016 0.139 0.267 0.17
H 1.589 0.108 -0.108 0.179 -0.098 -0.065 -0.85
H -0.176 -0.726 -1.561 -0.029 0.138 -0.363 0.43
H -0.698 -0.872 0.127 0.010 -0.442 -0.078 0.38
H -3.189 -1.443 -0.687 -0.220 -0.112 0.155 0.28
H -2.199 -1.903 -2.035 0.114 -0.171 -0.182 0.32
H -3.828 -1.291 -2.361 -0.279 -0.095 -0.158 0.31
C -6.049 0.060 3.034 0.063 0.112 0.130 -0.64
C -5.545 0.698 1.744 -0.073 -0.090 -0.105 -0.63
C -4.043 0.483 1.859 0.085 0.047 0.134 0.30
O -3.858 -0.727 2.599 -0.106 0.075 -0.038 -0.44
C -5.105 -1.125 3.184 -0.016 -0.038 -0.145 0.17
H -7.097 -0.235 2.998 0.010 -0.020 -0.013 0.37
H -5.918 0.755 3.868 -0.023 -0.010 -0.004 0.27
H -5.938 0.153 0.881 0.009 0.023 -0.006 0.26
H -5.815 1.747 1.635 0.018 -0.001 0.007 0.41
H -3.566 1.300 2.412 -0.010 0.064 -0.076 0.22
H -3.553 0.393 0.889 0.071 0.000 0.047 -0.38
H -5.473 -1.996 2.642 -0.054 -0.037 0.093 -0.21
H -4.945 -1.409 4.224 0.087 -0.032 -0.024 0.31
C 1.831 3.739 4.253 0.165 0.077 -0.027 -0.59
C 0.756 4.721 3.803 -0.156 -0.058 0.076 -0.58
C 0.730 4.486 2.301 0.102 0.058 -0.149 -0.57
O 1.082 3.112 2.095 0.052 0.123 0.248 -0.18
C 1.588 2.565 3.319 -0.155 -0.131 -0.017 -0.51
H 1.763 3.464 5.305 -0.019 -0.016 -0.010 0.33
H 2.822 4.163 4.074 -0.003 -0.018 0.013 0.28
H -0.206 4.447 4.243 0.002 0.021 -0.009 0.28
H 0.968 5.756 4.066 0.018 -0.003 -0.023 0.33
H 1.471 5.109 1.789 -0.037 0.058 0.014 0.32
H -0.248 4.678 1.860 0.011 -0.071 -0.049 0.31
H 0.833 1.884 3.726 0.047 -0.025 0.052 0.31
H 2.494 1.993 3.112 -0.019 -0.003 -0.075 0.28
C 6.332 2.391 -5.861 -0.112 0.073 0.143 -0.47
C 7.516 3.302 -5.564 0.108 -0.011 -0.126 -0.53
C 8.086 2.671 -4.302 -0.088 -0.014 0.130 -0.41
O 7.807 1.270 -4.384 -0.062 0.116 -0.047 -0.40
C 6.877 1.033 -5.448 0.074 -0.110 -0.073 -0.35
H 6.004 2.417 -6.899 0.023 -0.012 -0.002 0.35
H 5.483 2.664 -5.229 -0.010 -0.016 -0.027 0.19
H 8.246 3.242 -6.376 0.006 0.017 0.018 0.27
H 7.244 4.348 -5.429 -0.011 -0.011 0.025 0.34
H 7.597 3.066 -3.405 0.026 0.077 -0.016 0.25
H 9.162 2.820 -4.203 0.006 -0.073 0.023 0.27
H 7.417 0.555 -6.272 -0.076 -0.022 -0.034 0.30
H 6.096 0.356 -5.099 0.060 -0.047 0.039 0.21
C -7.376 -6.110 2.623 -0.149 0.076 0.049 -0.54
C -6.966 -5.659 1.227 0.106 -0.111 -0.068 -0.57
C -6.319 -4.313 1.513 -0.049 0.126 0.071 -0.35
O -5.745 -4.404 2.822 -0.156 -0.176 -0.089 -0.37
C -6.222 -5.589 3.467 0.177 -0.053 -0.008 -0.44
H -7.516 -7.186 2.715 0.024 0.002 -0.002 0.34
H -8.307 -5.618 2.915 0.007 -0.019 0.011 0.26
H -6.227 -6.350 0.814 -0.008 0.017 -0.013 0.27
H -7.796 -5.590 0.525 -0.003 0.022 0.014 0.34
H -7.064 -3.509 1.521 -0.019 -0.012 -0.084 0.26
H -5.540 -4.056 0.794 0.042 0.032 0.058 0.24
H -5.401 -6.312 3.504 -0.043 -0.048 0.043 0.26
H -6.520 -5.350 4.489 0.044 0.068 -0.004 0.27

No. 2
16
Properties=species:S:1:pos:R:3:forces:R:3:mulliken_charge:R:1 method="wB97M-V/def2-TZVPD" gap_ev="8.108 / 7.419" charge=+1 lumo_ev="-5.01 / -5.57" de_lowest_kj_mol=2.3 spin_multiplicity=2
O -1.299 -2.078 0.870 -0.222 -1.330 0.257 -0.46
C -1.331 -3.137 0.366 0.162 -3.236 0.198 0.76
O -1.328 -4.246 0.054 -0.105 1.997 -0.075 -0.21
O -1.032 0.638 2.474 -1.117 -0.094 0.384 -0.52
C 0.131 1.160 2.506 1.641 0.103 -0.780 -0.03
C 1.103 1.109 1.580 0.213 0.623 1.532 -0.11
O 0.760 0.371 0.421 1.269 -0.195 -0.056 -0.38
C 0.827 1.066 -0.837 0.397 0.783 -0.904 -0.39
C -0.062 0.290 -1.803 1.515 -0.076 -0.699 -0.37
O -1.322 0.043 -1.265 -1.249 0.090 -1.758 -0.55
In -1.244 -0.071 0.615 -1.294 1.688 1.410 1.48
H 2.133 1.449 1.669 -0.456 -0.061 -0.104 0.41
H 1.871 1.113 -1.179 -0.354 -0.102 0.127 0.40
H 0.457 2.095 -0.695 0.054 -0.264 0.063 0.34
H 0.447 -0.670 -2.031 -0.216 0.326 -0.013 0.25
H -0.111 0.868 -2.745 -0.239 -0.253 0.416 0.36

No. 3
22
Properties=species:S:1:pos:R:3:forces:R:3:mulliken_charge:R:1 method="wB97M-V/def2-TZVPD" gap_ev=6.394 charge=-1 lumo_ev=3.68 de_lowest_kj_mol=503.4
C -2.562 -0.765 -0.586 -2.055 1.491 -1.438 0.03
N -3.363 0.323 -0.748 2.245 -2.051 1.938 -0.73
C 1.520 1.798 0.097 -0.081 2.876 1.759 -0.90
C 2.529 0.787 -0.543 -1.763 0.579 -0.801 -0.32
O 2.677 -0.341 0.138 -0.227 -0.291 -0.350 -0.85
C -1.127 -0.834 -1.055 0.185 3.625 1.935 -0.49
C -0.283 -0.602 1.495 -0.847 -1.972 -0.229 -1.32
C -0.348 -1.368 0.138 2.240 -0.595 -0.658 -0.39
H -2.460 0.268 0.224 -1.277 0.490 -1.013 0.24
H -3.010 -1.741 -0.203 0.500 0.653 -0.250 0.34
H 1.718 2.908 -0.091 0.248 -1.046 -0.632 0.38
H 1.561 1.897 1.223 0.067 -0.910 -0.765 0.24
H 0.437 1.757 -0.153 0.629 -0.651 -0.060 0.11
H 1.973 0.803 -1.615 0.972 -0.841 0.719 0.03
H 3.477 1.306 -0.773 0.169 0.371 0.077 0.36
H -1.035 -1.341 -2.008 0.231 -0.330 0.064 0.38
H -0.749 0.295 -1.128 -0.953 -2.298 -0.574 0.09
H -1.101 -1.000 2.136 0.443 0.145 -0.033 0.47
H 0.706 -0.838 1.959 -0.823 0.718 -0.466 0.26
H -0.511 0.428 1.379 0.450 1.130 0.017 0.33
H 0.723 -1.397 -0.227 -0.806 -0.441 0.657 0.23
H -0.774 -2.344 0.341 0.453 -0.650 0.103 0.51

No. 4
73
Properties=species:S:1:pos:R:3:forces:R:3:mulliken_charge:R:1 method="wB97M-V/def2-TZVPD" gap_ev=6.596 charge=-2 lumo_ev=4.05 de_lowest_kj_mol=11.7
Cu -0.542 0.932 -0.673 0.176 -0.086 0.193 -0.02
C 3.362 2.746 -2.570 0.024 -0.007 -0.056 -1.13
Si 1.583 2.234 -2.129 -0.073 -0.038 0.073 0.44
C 1.071 1.008 -3.470 0.021 0.047 -0.061 -1.03
C 0.521 3.764 -2.470 -0.010 -0.001 0.015 -1.12
C 1.401 1.632 -0.398 -0.150 0.005 -0.098 1.72
Si 2.535 0.308 0.161 -0.015 0.014 -0.002 0.22
C 4.236 0.975 0.704 0.018 -0.057 -0.033 -1.12
C 1.918 -0.706 1.645 -0.017 0.027 -0.047 -1.07
C 2.970 -0.955 -1.175 0.056 0.018 -0.018 -1.05
Si 1.210 2.962 0.822 0.018 0.063 0.078 -0.64
C 2.501 4.359 0.758 0.003 -0.038 0.021 -1.14
C 1.208 2.399 2.629 0.053 -0.037 -0.008 -1.18
C -0.483 3.834 0.718 -0.022 -0.077 -0.035 0.18
C -0.718 5.199 0.886 0.048 -0.033 -0.042 -0.53
C -2.018 5.678 0.867 -0.003 0.050 -0.009 -0.26
C -3.058 4.781 0.693 -0.075 -0.056 -0.014 -0.94
C -2.756 3.434 0.541 0.152 -0.110 0.027 -0.33
N -1.504 2.977 0.549 -0.038 0.006 0.055 0.37
H 3.405 3.130 -3.595 0.020 0.006 0.003 0.35
H 4.050 1.898 -2.504 -0.015 -0.011 -0.001 0.28
H 3.737 3.524 -1.900 -0.022 0.011 0.024 0.26
H 1.268 1.448 -4.455 0.015 -0.012 -0.003 0.35
H 0.001 0.798 -3.403 -0.006 0.003 0.034 0.21
H 1.609 0.061 -3.415 0.026 -0.013 0.030 0.30
H 0.666 4.085 -3.507 -0.004 -0.005 -0.006 0.43
H 0.752 4.614 -1.823 0.021 -0.007 0.004 0.23
H -0.535 3.517 -2.333 0.011 -0.005 -0.012 0.22
H 4.164 1.641 1.568 -0.034 0.009 0.015 0.28
H 4.718 1.533 -0.103 -0.010 -0.006 -0.002 0.27
H 4.892 0.143 0.983 0.018 0.016 0.003 0.36
H 2.490 -0.486 2.551 -0.002 -0.003 -0.007 0.43
H 2.014 -1.775 1.438 0.007 -0.007 0.012 0.40
H 0.866 -0.508 1.850 -0.018 0.000 -0.007 0.08
H 3.469 -0.501 -2.035 -0.010 0.026 0.007 0.31
H 2.091 -1.485 -1.542 -0.036 -0.002 0.000 0.14
H 3.654 -1.695 -0.749 -0.014 -0.012 -0.004 0.37
H 3.506 3.934 0.827 -0.012 0.001 0.007 0.27
H 2.374 5.055 1.593 0.004 0.007 -0.001 0.38
H 2.452 4.931 -0.172 -0.020 -0.013 -0.016 0.32
H 2.145 1.923 2.927 0.008 0.006 -0.003 0.29
H 0.401 1.685 2.809 -0.011 0.013 -0.024 0.23
H 1.045 3.267 3.275 -0.001 0.008 0.005 0.38
H 0.119 5.875 1.014 -0.006 0.007 0.009 0.30
H -2.215 6.738 0.981 -0.010 -0.003 0.003 0.40
H -4.091 5.107 0.669 0.006 0.024 0.004 0.37
H -3.511 2.668 0.400 -0.065 0.077 -0.045 0.45
O -3.748 0.677 -0.509 0.024 -0.057 0.028 -0.60
C -3.272 0.708 -1.650 0.004 0.124 -0.116 -0.34
O -2.065 0.850 -2.004 -0.073 0.016 -0.014 -0.25
H -3.982 0.624 -2.508 0.023 -0.060 0.034 0.38
O -3.340 -9.373 -0.699 -0.022 0.025 0.009 -0.70
S -2.030 -8.802 -0.430 0.053 -0.038 0.030 1.19
O -1.387 -8.189 -1.574 -0.003 -0.013 0.016 -0.67
O -1.161 -9.640 0.384 -0.029 0.054 -0.044 -0.70
C -2.406 -7.414 0.699 0.021 0.018 -0.064 0.13
N -2.978 -7.751 1.857 -0.034 -0.058 0.054 -0.52
C -3.212 -6.762 2.703 0.015 0.074 0.008 -0.27
C -2.899 -5.441 2.428 -0.004 -0.088 -0.055 -0.65
C -2.335 -5.190 1.183 0.056 0.051 0.034 0.39
N -2.087 -6.181 0.327 -0.028 -0.039 0.030 -0.35
C -1.940 -3.816 0.759 -0.058 -0.009 0.038 1.36
C -1.106 -3.634 -0.338 0.030 0.062 -0.027 -0.90
C -0.718 -2.346 -0.674 0.028 -0.084 0.026 -0.72
N -1.096 -1.264 0.000 0.000 0.233 -0.051 0.37
C -1.930 -1.435 1.021 -0.050 0.022 0.044 -0.62
C -2.373 -2.679 1.435 0.081 0.006 -0.046 -0.92
H -3.666 -7.032 3.653 -0.003 -0.016 -0.009 0.39
H -3.073 -4.664 3.157 -0.009 0.012 -0.008 0.30
H -0.769 -4.487 -0.911 -0.022 -0.033 0.023 0.60
H -0.069 -2.174 -1.526 0.000 0.013 0.004 0.52
H -2.271 -0.530 1.510 0.005 0.000 -0.012 0.34
H -3.059 -2.739 2.268 -0.011 -0.018 -0.001 0.22

How do the records compare in E_tot? In the order shown, they have -1683.92679; -759.46652; -366.80993; -4438.16282 a.u..